H8KO4 as an isolated structure. Source: OMol25; level of theory: wB97M-V/def2-TZVPD.

```
13
Properties=species:S:1:pos:R:3:forces:R:3
O -1.927873 0.593655 -1.677356 -0.29 -0.25 0.20
H -2.768625 0.156268 -1.481634 0.10 0.15 -0.15
H -2.150784 1.253697 -2.345569 0.14 -0.08 0.06
K 0.267609 -0.329072 -0.154434 -0.11 0.50 -0.44
H 1.025472 2.684845 -1.804460 -0.09 0.07 0.17
O 0.056411 -2.831822 0.865056 -0.30 0.35 0.17
O 0.484439 2.357168 -1.074721 0.04 -0.13 -0.11
H 0.151660 -3.063520 1.799602 -0.03 -0.13 -0.23
H 1.473956 -0.452423 2.627394 0.28 0.19 0.04
O 1.901934 0.040029 1.912548 -0.13 -0.47 -0.16
H -0.210022 3.013625 -0.942357 0.16 -0.03 -0.03
H 2.591805 -0.554033 1.580506 0.06 0.20 0.34
H -0.895986 -2.868418 0.695424 0.17 -0.37 0.13
```
Forces are in eV/Å.

Output
E_tot = -905.533038 hartree
charge = +1
gap between HOMO and LUMO = 0.437 Eh
molar mass = 111.2 g mol⁻¹
relative energy (zero: lowest compared OMol25 entry of this formula, charge and spin) = 38.4 kJ/mol
2S+1 = 1


A 2-piece molecular cluster, H4O2 overall. Source: OMol25; level of theory: wB97M-V/def2-TZVPD.

```
6
Properties=species:S:1:pos:R:3:forces:R:3
H -0.947787 -0.404858 0.097787 0.43 -0.01 -0.05
H 1.524849 0.642424 0.433046 0.21 0.59 0.44
O 1.212066 -0.059320 -0.124170 1.03 -1.83 -0.20
H 1.912819 -0.769352 -0.031922 -1.30 1.22 -0.21
H -1.834300 0.753101 -0.356523 -0.01 -0.73 0.23
O -1.867649 -0.161995 -0.018216 -0.36 0.76 -0.21
```
Forces are in eV/Å.

Output
E_tot = -152.871469 hartree
charge = 0
gap between HOMO and LUMO = 0.426 Eh
molar mass = 36.0 g mol⁻¹
relative energy (zero: lowest compared OMol25 entry of this formula, charge and spin) = 9.1 kJ/mol
2S+1 = 1


H16IO8 as an isolated structure. Source: OMol25; level of theory: wB97M-V/def2-TZVPD.

```
25
Properties=species:S:1:pos:R:3:forces:R:3
O -1.198316 -2.071289 1.289061 -5.24 -2.24 0.34
O 1.306205 2.319697 1.734516 1.68 1.86 2.87
H -0.959446 -1.327615 0.735776 -0.74 -0.38 0.46
H 1.759182 2.531272 -0.288331 0.43 -0.53 -1.34
O -2.249107 -0.480356 -0.639695 -3.24 -3.01 -0.80
O 0.529234 -1.857207 -1.021416 -0.22 -3.88 -2.63
H 2.154974 0.376950 -2.029251 0.15 0.11 -0.32
H 0.257663 -1.066302 -0.555645 0.26 -2.11 -1.39
H 1.252279 -0.025636 -0.882533 1.34 0.05 -1.51
I 0.047242 0.294148 0.457173 -3.27 4.15 6.31
H -2.154725 -2.095589 1.258692 -0.45 -0.11 -0.27
O 2.164726 -0.046848 -1.171036 2.95 0.64 -1.32
H 0.125515 -2.541047 1.510463 0.50 -0.49 0.68
H -1.070982 1.621713 -0.582327 -1.11 0.64 -0.47
H 0.427285 1.823005 -0.416004 0.48 0.92 -0.83
H -2.406181 0.943596 -0.804347 0.04 0.22 0.13
O 0.792573 -1.918730 1.800292 4.70 -1.84 2.06
O 0.854516 2.665474 -0.570827 0.96 3.54 -2.83
H -1.305279 -0.632220 -0.591235 -0.28 -0.29 -0.99
H 1.515747 2.843632 0.961334 -0.63 0.43 1.32
H 1.082493 1.456659 1.386179 1.24 0.77 1.13
H -2.515748 -0.887882 -1.463750 -0.31 -0.31 -0.35
O -1.950107 1.776009 -0.928075 -0.90 3.41 -1.26
H 0.777680 -1.226046 1.139838 1.41 -1.26 1.00
H 0.762577 -2.475390 -0.328852 0.23 -0.29 0.00
```
Forces are in eV/Å.

Output
E_tot = -908.868932 hartree
charge = -1
gap between HOMO and LUMO = 0.312 Eh
molar mass = 271.0 g mol⁻¹
relative energy (zero: lowest compared OMol25 entry of this formula, charge and spin) = 1274.2 kJ/mol
2S+1 = 1


> Which value of 2S+1 does entry 1 give?

1